{
  "formula": "C6H12O",
  "method": "the ωB97M-V functional and the def2-TZVPD basis",
  "smiles": "CCO[C@H]1C[C@H]1C",
  "orbital_gap_ev": 10.7,
  "total_charge": 0,
  "de_lowest_ev": 2.907,
  "total_energy_ha": -310.9524,
  "homo_energy_ev": -9.57,
  "symbols": ["C", "C", "O", "C", "C", "C", "C", "H", "H", "H", "H", "H", "H", "H", "H", "H", "H", "H", "H"],
  "coordinates": [[2.579, 0.810, 0.037], [1.551, -0.270, -0.225], [0.562, -0.193, 0.785], [-0.453, -1.121, 0.554], [-1.801, -0.824, 1.142], [-1.577, -0.639, -0.345], [-1.542, 0.916, -0.795], [3.025, 0.675, 1.026], [2.112, 1.799, 0.003], [3.374, 0.774, -0.715], [2.014, -1.269, -0.202], [1.095, -0.148, -1.222], [-0.075, -2.154, 0.635], [-1.878, 0.146, 1.624], [-2.346, -1.610, 1.675], [-2.015, -0.745, -1.303], [-1.387, 1.133, -1.883], [-2.513, 1.374, -0.552], [-0.725, 1.344, -0.241]]
}


{
  "formula": "C2H8ClN2OP",
  "method": "the ωB97M-V functional and the def2-TZVPD basis",
  "smiles": "CN(CO)P(N)Cl",
  "orbital_gap_ev": 10.1,
  "total_charge": 0,
  "de_lowest_ev": 1.756,
  "total_energy_ha": -1067.2998,
  "homo_energy_ev": -9.36,
  "symbols": ["C", "C", "N", "N", "O", "P", "Cl", "H", "H", "H", "H", "H", "H", "H", "H"],
  "coordinates": [[-1.056, -0.326, -1.333], [0.159, -0.999, 0.686], [1.454, 1.632, 1.126], [0.047, -0.024, -0.386], [-0.584, -1.219, -2.299], [0.254, 1.584, 0.050], [-1.473, 1.572, 1.379], [-1.247, 0.671, -1.835], [0.306, -0.997, -2.364], [-2.105, -0.718, -0.883], [-0.397, -0.728, 1.560], [-0.258, -2.153, 0.371], [1.170, -1.332, 1.052], [1.328, 1.013, 1.954], [2.402, 2.024, 0.923]]
}


{
  "formula": "H14O7",
  "method": "the ωB97M-V functional and the def2-TZVPD basis",
  "smiles": "O.O.O.O.O.O.O",
  "orbital_gap_ev": 9.5,
  "total_charge": 0,
  "de_lowest_ev": 3.359,
  "total_energy_ha": -535.0004,
  "homo_energy_ev": -9.68,
  "symbols": ["H", "H", "H", "H", "H", "H", "H", "H", "H", "H", "H", "H", "H", "H", "O", "O", "O", "O", "O", "O", "O"],
  "coordinates": [[-0.845, -0.077, -2.447], [-0.389, 0.429, -1.088], [0.611, -0.456, 1.483], [-0.566, -0.709, 0.555], [-1.374, -2.605, 2.175], [-1.681, -1.630, 3.300], [-0.704, 4.333, 0.712], [-1.750, 3.497, -0.007], [3.178, -0.775, -0.062], [2.476, -1.337, 1.164], [-1.017, -3.866, -3.922], [-2.388, -4.427, -4.263], [2.791, 3.845, 1.961], [2.441, 3.241, 0.611], [-0.052, 0.104, -1.931], [-0.180, -0.999, 1.390], [-1.875, -1.805, 2.372], [-1.592, 4.382, 0.342], [2.484, -1.389, 0.201], [-1.945, -3.816, -3.664], [2.377, 4.059, 1.117]]
}


{
  "formula": "C10H13N2O",
  "method": "the ωB97M-V functional and the def2-TZVPD basis",
  "orbital_gap_ev": [7.8, 7.8],
  "total_charge": 1,
  "de_lowest_ev": 5.788,
  "total_energy_ha": -573.1979,
  "homo_energy_ev": [-12.31, -12.31],
  "symbols": ["C", "C", "C", "C", "C", "C", "C", "C", "C", "C", "N", "N", "O", "H", "H", "H", "H", "H", "H", "H", "H", "H", "H", "H", "H", "H"],
  "coordinates": [[-1.662, 2.787, -1.079], [-2.471, 1.679, -0.777], [-0.377, 2.795, -1.227], [-1.789, 0.529, -0.428], [0.319, 1.553, -0.938], [-0.401, 0.450, -0.373], [2.501, -0.355, -0.182], [1.643, 1.525, -1.264], [1.532, -1.009, 0.333], [1.543, -2.265, 1.250], [0.183, -0.684, 0.063], [-1.338, -2.456, 1.791], [2.249, 2.135, -2.222], [-2.248, 3.626, -1.185], [-3.471, 1.558, -0.740], [0.252, 3.629, -1.531], [-2.314, -0.351, -0.062], [3.473, -0.089, 0.117], [0.670, -2.130, 1.815], [2.418, -2.337, 1.898], [1.472, -3.221, 0.748], [-0.489, -1.329, 0.477], [-1.652, -2.220, 2.774], [-1.043, -3.402, 1.614], [-2.221, -2.331, 1.265], [3.220, 1.914, -2.138]]
}


{
  "formula": "C24H29Cl2N4O10Rb",
  "method": "the ωB97M-V functional and the def2-TZVPD basis",
  "orbital_gap_ev": 7.0,
  "total_charge": -2,
  "de_lowest_ev": 0.120,
  "total_energy_ha": -2848.0875,
  "homo_energy_ev": -2.96,
  "symbols": ["Rb", "C", "O", "C", "O", "N", "N", "H", "H", "H", "H", "H", "H", "O", "C", "C", "C", "C", "C", "C", "C", "C", "N", "H", "H", "H", "H", "H", "H", "H", "H", "H", "H", "H", "C", "C", "C", "O", "C", "O", "O", "H", "H", "H", "H", "H", "H", "H", "Cl", "C", "Cl", "C", "O", "O", "H", "O", "C", "N", "C", "O", "C", "C", "C", "C", "C", "C", "H", "H", "H", "H"],
  "coordinates": [[-0.486, -0.242, -0.344], [1.930, -3.327, -3.268], [2.287, -2.256, -2.400], [2.301, -2.440, -1.063], [2.321, -1.484, -0.320], [2.347, -3.730, -0.637], [2.309, -4.068, 0.725], [1.759, -2.882, -4.245], [0.988, -3.782, -2.955], [2.732, -4.072, -3.314], [2.274, -4.499, -1.272], [2.986, -3.478, 1.198], [1.391, -3.804, 1.098], [1.474, 1.733, 1.228], [2.211, 2.907, 1.077], [1.468, 4.014, 0.328], [0.769, 3.533, -0.948], [1.616, 2.720, -1.891], [2.870, 3.157, -2.315], [3.592, 2.382, -3.206], [3.046, 1.191, -3.655], [1.794, 0.826, -3.183], [1.098, 1.566, -2.320], [0.532, 1.927, 1.462], [3.118, 2.637, 0.524], [2.539, 3.306, 2.051], [2.175, 4.826, 0.117], [0.693, 4.428, 0.979], [0.387, 4.402, -1.496], [-0.097, 2.938, -0.665], [3.267, 4.091, -1.937], [4.573, 2.700, -3.540], [3.572, 0.544, -4.344], [1.330, -0.107, -3.486], [-2.964, 1.061, 4.028], [-1.900, 1.981, 3.436], [-1.965, 3.362, 4.082], [-0.606, 1.484, 3.726], [-2.156, 2.187, 1.908], [-3.322, 2.438, 1.571], [-1.138, 2.137, 1.154], [-2.843, 1.011, 5.115], [-2.846, 0.054, 3.625], [-3.959, 1.428, 3.777], [-1.803, 3.272, 5.159], [-2.935, 3.820, 3.891], [-1.181, 3.998, 3.665], [-0.529, 0.596, 3.335], [-0.858, -2.080, 5.246], [-0.199, -2.989, 3.869], [1.560, -3.239, 4.087], [-0.455, -2.328, 2.477], [-0.321, -3.145, 1.545], [-0.752, -1.128, 2.436], [-0.649, -3.973, 3.890], [-2.450, -1.327, -2.344], [-1.974, -1.493, -3.460], [-0.658, -1.628, -3.794], [-0.562, -1.782, -5.140], [0.462, -1.937, -5.802], [-1.949, -1.779, -5.757], [-2.390, -1.936, -7.054], [-3.768, -1.898, -7.273], [-4.655, -1.705, -6.217], [-4.192, -1.549, -4.910], [-2.828, -1.589, -4.712], [-1.686, -2.086, -7.863], [-4.160, -2.020, -8.276], [-5.720, -1.680, -6.419], [-4.867, -1.400, -4.077]]
}


{
  "formula": "C16H24Cl5O16",
  "method": "the ωB97M-V functional and the def2-TZVPD basis",
  "orbital_gap_ev": 10.0,
  "total_charge": -1,
  "total_energy_ha": -4128.8044,
  "homo_energy_ev": -7.76,
  "symbols": ["Cl", "O", "O", "O", "O", "C", "C", "O", "C", "O", "O", "H", "H", "H", "H", "C", "C", "O", "C", "O", "O", "H", "H", "H", "H", "C", "C", "O", "C", "O", "O", "H", "H", "H", "H", "C", "C", "O", "C", "O", "O", "H", "H", "H", "H", "Cl", "C", "C", "Cl", "H", "H", "H", "H", "Cl", "C", "C", "Cl", "H", "H", "H", "H"],
  "coordinates": [[-0.595, -1.494, 0.332], [-0.377, -2.139, -0.946], [-2.015, -1.336, 0.556], [-0.034, -2.341, 1.357], [0.058, -0.203, 0.376], [2.592, 2.082, 1.449], [3.226, 2.872, 0.306], [4.060, 1.899, -0.349], [4.097, 0.769, 0.376], [4.722, -0.203, 0.090], [3.356, 0.895, 1.503], [1.537, 1.905, 1.224], [2.634, 2.602, 2.403], [3.879, 3.673, 0.659], [2.533, 3.286, -0.420], [-2.577, 1.196, 2.281], [-1.368, 1.377, 3.213], [-1.210, 2.802, 3.243], [-2.335, 3.399, 2.780], [-2.548, 4.567, 2.869], [-3.161, 2.496, 2.226], [-3.295, 0.483, 2.674], [-2.237, 0.895, 1.295], [-0.487, 0.969, 2.720], [-1.512, 0.984, 4.217], [-0.425, 1.372, -2.558], [-1.838, 1.548, -1.947], [-1.766, 2.778, -1.245], [-0.476, 3.169, -1.160], [-0.099, 4.135, -0.574], [0.326, 2.374, -1.881], [-0.470, 1.587, -3.624], [0.004, 0.385, -2.398], [-2.105, 0.728, -1.278], [-2.529, 1.543, -2.788], [1.931, -1.749, 4.112], [0.674, -2.328, 4.770], [0.661, -1.713, 6.059], [1.874, -1.178, 6.319], [2.204, -0.720, 7.364], [2.657, -1.208, 5.215], [1.698, -0.990, 3.368], [2.517, -2.534, 3.641], [0.715, -3.412, 4.895], [-0.225, -2.114, 4.196], [0.339, -4.027, -4.926], [0.868, -2.698, -3.854], [1.801, -1.765, -4.582], [0.866, -0.702, -5.661], [1.286, -3.126, -2.945], [-0.015, -2.165, -3.512], [2.460, -2.336, -5.233], [2.423, -1.197, -3.895], [-3.772, -3.677, -3.075], [-3.263, -2.531, -4.346], [-2.779, -1.256, -3.732], [-2.492, -0.052, -5.037], [-4.086, -2.351, -5.031], [-2.459, -3.045, -4.872], [-1.900, -1.385, -3.103], [-3.548, -0.794, -3.114]]
}


{
  "formula": "C2H7N2O",
  "method": "the ωB97M-V functional and the def2-TZVPD basis",
  "orbital_gap_ev": [6.8, 6.8],
  "total_charge": 1,
  "de_lowest_ev": 5.638,
  "total_energy_ha": -264.7240,
  "homo_energy_ev": [-14.18, -14.19],
  "symbols": ["C", "C", "N", "N", "O", "H", "H", "H", "H", "H", "H", "H"],
  "coordinates": [[2.042, -1.293, 0.189], [-1.822, 0.623, -0.282], [1.193, -0.823, 0.930], [-0.640, 1.382, -0.455], [0.209, 1.426, 0.422], [0.995, -1.340, 1.757], [2.137, -0.905, -0.908], [2.704, -2.142, 0.377], [-1.799, -0.159, -0.947], [-1.870, 0.243, 0.742], [-2.640, 1.177, -0.502], [-0.508, 1.810, -1.324]]
}


{
  "formula": "C2H7FIN2",
  "method": "the ωB97M-V functional and the def2-TZVPD basis",
  "orbital_gap_ev": 7.7,
  "total_charge": 1,
  "de_lowest_ev": 0.000,
  "total_energy_ha": -587.1534,
  "homo_energy_ev": -12.90,
  "symbols": ["C", "C", "N", "N", "F", "I", "H", "H", "H", "H", "H", "H", "H"],
  "coordinates": [[-0.728, -0.398, 1.079], [-0.136, -1.405, 0.180], [0.830, 1.430, -2.061], [-0.029, 0.159, 1.979], [1.210, -1.379, 0.296], [-0.989, 1.913, -1.184], [-1.804, -0.278, 1.093], [-0.267, -1.193, -0.862], [-0.456, -2.408, 0.463], [0.696, 0.486, -2.378], [-0.486, 0.873, 2.505], [1.243, 1.969, -2.816], [0.916, 0.231, 1.706]]
}


{
  "formula": "C3H7NOS",
  "method": "the ωB97M-V functional and the def2-TZVPD basis",
  "smiles": "CNC(=O)SC",
  "orbital_gap_ev": 9.9,
  "total_charge": 0,
  "de_lowest_ev": 0.157,
  "total_energy_ha": -646.7062,
  "homo_energy_ev": -9.13,
  "symbols": ["C", "C", "C", "H", "H", "H", "H", "H", "H", "H", "N", "O", "S"],
  "coordinates": [[-2.454, -0.131, -0.005], [-0.003, 0.010, -0.041], [2.699, 0.359, 0.009], [-3.096, -0.542, -0.780], [-2.937, -0.289, 0.976], [-2.311, 0.940, -0.167], [-1.093, -1.705, 0.030], [3.677, -0.088, -0.117], [2.646, 0.864, 0.988], [2.490, 1.078, -0.764], [-1.136, -0.740, -0.027], [0.024, 1.230, -0.059], [1.496, -0.986, -0.043]]
}


{
  "formula": "C25H49CuN4O3S2SeSi4Te",
  "method": "the ωB97M-V functional and the def2-TZVPD basis",
  "orbital_gap_ev": 5.8,
  "total_charge": -2,
  "de_lowest_ev": 0.146,
  "total_energy_ha": -7691.3074,
  "homo_energy_ev": -2.05,
  "symbols": ["Cu", "N", "N", "C", "N", "S", "H", "H", "H", "H", "H", "C", "Si", "C", "C", "Si", "Te", "Si", "C", "C", "C", "Si", "C", "C", "C", "H", "H", "H", "H", "H", "H", "H", "H", "H", "H", "H", "H", "H", "H", "H", "H", "H", "H", "H", "H", "H", "H", "H", "H", "H", "H", "H", "C", "C", "C", "C", "C", "C", "Se", "C", "C", "C", "H", "H", "H", "H", "H", "H", "H", "H", "H", "H", "H", "N", "C", "C", "C", "C", "C", "C", "S", "O", "O", "O", "H", "H", "H", "H", "H", "H"],
  "coordinates": [[-0.408, -3.511, -0.916], [-2.385, -2.356, -0.619], [-2.670, -2.719, 0.708], [-2.058, -3.793, 1.236], [-2.009, -3.799, 2.583], [-1.436, -5.086, 0.332], [-2.059, -1.382, -0.559], [-3.240, -2.390, -1.163], [-2.701, -1.888, 1.311], [-2.067, -2.906, 3.058], [-1.393, -4.486, 2.982], [0.104, 2.286, -1.717], [-1.721, 2.552, -1.468], [-2.148, 4.336, -1.887], [-2.716, 1.448, -2.607], [-2.296, 2.099, 0.761], [-1.119, 0.124, 1.705], [-4.597, 1.757, 0.902], [-5.048, 0.072, 0.195], [-5.187, 1.802, 2.688], [-5.564, 3.058, -0.063], [-1.760, 3.932, 2.096], [-1.869, 3.491, 3.917], [-2.925, 5.387, 1.783], [-0.008, 4.501, 1.734], [0.343, 2.489, -2.764], [0.382, 1.259, -1.476], [0.691, 2.950, -1.076], [-1.915, 4.504, -2.942], [-1.556, 5.034, -1.289], [-3.205, 4.559, -1.719], [-2.375, 1.620, -3.633], [-3.785, 1.673, -2.541], [-2.569, 0.393, -2.362], [-4.531, -0.709, 0.757], [-4.741, -0.004, -0.851], [-6.125, -0.113, 0.255], [-4.591, 1.115, 3.295], [-6.239, 1.512, 2.764], [-5.076, 2.802, 3.114], [-5.313, 3.007, -1.126], [-5.315, 4.065, 0.283], [-6.645, 2.919, 0.038], [-2.888, 3.211, 4.194], [-1.557, 4.331, 4.545], [-1.227, 2.633, 4.127], [-3.947, 5.139, 2.082], [-2.943, 5.652, 0.723], [-2.612, 6.270, 2.351], [0.689, 3.667, 1.846], [0.296, 5.303, 2.414], [0.081, 4.868, 0.708], [8.399, -2.976, 2.796], [7.049, -3.337, 2.231], [6.364, -2.480, 1.384], [5.119, -2.802, 0.849], [4.446, -1.818, -0.063], [4.507, -4.031, 1.158], [2.796, -4.515, 0.461], [5.203, -4.907, 2.018], [4.614, -6.238, 2.395], [6.443, -4.551, 2.533], [8.676, -1.958, 2.521], [9.182, -3.644, 2.426], [8.407, -3.041, 3.887], [6.808, -1.521, 1.128], [5.057, -0.922, -0.190], [3.469, -1.529, 0.332], [4.263, -2.269, -1.042], [3.654, -6.108, 2.898], [5.297, -6.788, 3.047], [4.398, -6.833, 1.505], [6.954, -5.247, 3.196], [1.092, -2.315, -1.418], [1.006, -1.434, -2.569], [-0.190, -1.333, -3.266], [-0.318, -0.438, -4.315], [0.755, 0.364, -4.682], [1.967, 0.226, -4.022], [2.093, -0.668, -2.965], [0.499, 1.634, -5.921], [-0.333, 1.009, -6.937], [1.831, 2.008, -6.366], [-0.192, 2.677, -5.164], [1.934, -2.902, -1.386], [1.143, -1.756, -0.564], [-1.021, -1.966, -2.975], [-1.247, -0.352, -4.864], [2.800, 0.841, -4.337], [3.031, -0.757, -2.430]]
}


{
  "formula": "C13H17HfN3O2",
  "method": "the ωB97M-V functional and the def2-TZVPD basis",
  "orbital_gap_ev": 7.5,
  "total_charge": 2,
  "de_lowest_ev": 0.000,
  "total_energy_ha": -867.6745,
  "homo_energy_ev": -16.37,
  "symbols": ["C", "C", "H", "H", "H", "H", "H", "H", "C", "C", "C", "C", "H", "H", "H", "H", "N", "C", "C", "N", "C", "C", "C", "H", "H", "C", "H", "H", "Hf", "C", "H", "H", "H", "O", "N", "O"],
  "coordinates": [[-4.103, -0.156, 1.018], [-4.400, 1.089, 0.190], [-4.142, -1.042, 0.386], [-4.890, -0.251, 1.772], [-3.147, -0.153, 1.557], [-3.712, 1.237, -0.641], [-5.409, 1.044, -0.237], [-4.371, 1.996, 0.793], [0.510, -2.787, 0.683], [1.369, -3.849, 0.439], [2.500, -3.664, -0.362], [2.737, -2.410, -0.923], [-0.418, -2.890, 1.263], [1.147, -4.825, 0.882], [3.178, -4.488, -0.584], [3.565, -2.238, -1.626], [0.781, -1.551, 0.186], [1.912, -1.338, -0.560], [2.141, 0.034, -0.999], [1.278, 0.972, -0.490], [1.455, 2.279, -0.824], [3.313, 1.728, -2.262], [2.449, 2.680, -1.709], [0.752, 2.977, -0.366], [2.506, 3.736, -1.995], [3.145, 0.386, -1.913], [3.736, -0.399, -2.406], [4.103, 2.024, -2.946], [-0.544, 0.260, 0.763], [-1.618, 2.121, 0.528], [-1.881, 2.283, -0.528], [-0.932, 2.962, 0.804], [-2.570, 2.309, 1.076], [-0.282, -0.703, 3.875], [-0.397, -0.328, 2.745], [0.237, 0.954, 2.412]]
}


{
  "formula": "C5H8InLiO4",
  "method": "the ωB97M-V functional and the def2-TZVPD basis",
  "orbital_gap_ev": [6.2, 3.3],
  "spin_multiplicity": 2,
  "total_charge": 1,
  "s2": 0.76,
  "de_lowest_ev": 1.151,
  "total_energy_ha": -693.5853,
  "homo_energy_ev": [-11.27, -10.99],
  "symbols": ["C", "C", "O", "Li", "H", "H", "H", "H", "H", "O", "C", "C", "O", "O", "C", "In", "H", "H", "H"],
  "coordinates": [[-1.214, -2.878, 1.214], [-0.085, -1.859, 1.055], [-0.424, -0.608, 1.506], [0.715, 0.688, 1.889], [-0.940, -3.865, 0.811], [-1.467, -3.003, 2.280], [-2.116, -2.530, 0.684], [0.202, -1.811, -0.041], [0.814, -2.264, 1.579], [-0.542, 2.935, -1.944], [1.474, 2.186, 0.502], [-0.692, 1.726, -1.811], [1.857, 3.355, 0.484], [1.464, 1.720, -0.873], [0.397, 0.876, -1.238], [1.425, 3.648, -1.549], [-1.597, 1.225, -2.194], [0.724, 0.146, -1.996], [0.006, 0.313, -0.359]]
}